1.
ORCA calculation (wB97M-V/def2-TZVPD) on C6H7NO as an isolated structure in a non-equilibrium geometry.

Geometry as ORCA input:
```
! RIJCOSX wB97M-V def2-TZVPD def2/J DEFGRID3
* xyz 0 1
H -0.724 2.019 -0.004
C -0.160 -1.250 0.074
C 1.098 0.616 0.078
H -0.430 -2.251 -0.207
C -0.239 1.083 -0.048
H -2.965 0.676 -0.406
C -2.431 -0.168 0.021
C 1.116 -0.759 0.084
H 3.264 0.777 0.878
H 3.053 0.903 -0.948
C 2.623 0.541 0.019
O 2.509 -0.945 -0.038
H -2.833 -0.073 1.075
N -1.013 -0.109 -0.021
H -2.869 -1.060 -0.556
*
```

frontier orbital gap = 9.040 eV
DFT total energy = -362.699911 hartree
energy above the lowest of the compared OMol25 structures with the same formula, charge and spin = 71.3 kcal/mol

2.
ORCA calculation (wB97M-V/def2-TZVPD) on an isolated molecule of C6H7NO in a non-equilibrium geometry.

Geometry as ORCA input:
```
! RIJCOSX wB97M-V def2-TZVPD def2/J DEFGRID3
* xyz 0 1
H -0.709 -0.517 2.147
C -1.675 -0.623 -0.168
H 2.855 -0.049 0.733
H 0.799 0.557 -1.928
O -2.736 -1.172 -0.339
C 0.173 0.445 -1.072
C -0.560 -0.183 1.053
C 2.137 -0.647 -0.056
H -1.712 1.316 1.360
H 2.071 -1.638 0.646
H 2.467 -0.851 -1.229
C 0.680 -0.127 0.093
H -1.771 1.424 -1.284
C -1.075 0.882 -0.690
N -0.945 1.183 0.735
*
```

frontier orbital gap = 9.408 eV
DFT total energy = -362.636040 hartree
energy above the lowest of the compared OMol25 structures with the same formula, charge and spin = 111.3 kcal/mol

3.
ORCA calculation (wB97M-V/def2-TZVPD) on an isolated molecule of C6H7NO in a non-equilibrium geometry.

Geometry as ORCA input:
```
! RIJCOSX wB97M-V def2-TZVPD def2/J DEFGRID3
* xyz 0 1
H -0.105 -0.698 1.874
H -0.777 3.155 0.666
H -0.414 1.653 2.835
C -0.622 2.093 0.524
O -1.089 -1.567 -1.768
H 1.307 -2.429 -1.886
C -0.412 -0.079 -0.027
H 1.437 -2.337 0.028
C -0.183 -1.116 -1.039
N -0.709 1.258 -0.444
C -0.258 0.026 1.337
H 1.918 -1.005 -1.112
C 1.279 -1.753 -1.088
C -0.435 1.300 1.697
H -0.939 1.500 -1.597
*
```

frontier orbital gap = 8.905 eV
DFT total energy = -362.709227 hartree
energy above the lowest of the compared OMol25 structures with the same formula, charge and spin = 65.4 kcal/mol

4.
ORCA calculation (wB97M-V/def2-TZVPD) on a 2-piece molecular cluster, C6H7NO overall in a non-equilibrium geometry.

Geometry as ORCA input:
```
! RIJCOSX wB97M-V def2-TZVPD def2/J DEFGRID3
* xyz 0 1
H -2.673 -1.044 0.830
H -0.381 0.428 2.321
H -0.326 3.276 -0.297
C 0.207 -0.151 0.090
C 1.615 -0.646 -0.134
H -0.653 -0.632 -1.825
H -1.460 1.853 -1.066
C -2.190 -1.180 -0.308
C 0.212 1.350 0.208
O -0.192 -0.573 1.441
N 2.806 -0.646 -0.529
H -3.155 -1.149 -1.012
H 0.976 1.799 0.805
C -0.968 -0.724 -0.773
C -0.616 2.113 -0.346
*
```

frontier orbital gap = 10.228 eV
DFT total energy = -362.585122 hartree
energy above the lowest of the compared OMol25 structures with the same formula, charge and spin = 143.3 kcal/mol